136
Properties=species:S:1:pos:R:3:forces:R:3 method="wB97M-V/def2-TZVPD" e_lumo_ev="-2.13 / -5.21" largest_force_ha_per_bohr=0.082 s2=0.780 homo_energy_ev="-9.47 / -9.46" spin_multiplicity=2 total_charge=+1 de_lowest_kcal_mol=22.4
Ir 0.073083 -0.066204 0.249054 -3.3466 -0.2492 -2.5485
C 6.995376 -1.922184 -0.886854 0.0037 0.0080 -0.0432
C 6.011809 -2.520853 -1.901698 -0.0009 -0.0372 0.0132
C 6.317883 -4.014407 -2.089604 0.0095 0.0430 -0.0242
C 6.218456 -1.816215 -3.242853 0.0024 -0.0122 0.0241
C 4.583792 -2.365588 -1.385438 -0.0470 -0.0197 0.0095
C 3.604362 -1.674277 -2.069979 0.0417 -0.1377 -0.0815
C 2.307814 -1.565603 -1.575850 -0.1483 0.0040 0.2017
C 1.338348 -0.820617 -2.471011 0.2082 -0.1576 -0.1088
N 0.072782 -0.246469 -1.906513 0.2980 0.3176 1.3403
C -0.024449 1.177034 -2.326101 -0.0651 0.1372 -0.2371
C -1.150915 1.912346 -1.630876 -0.0258 0.0456 -0.0732
N -1.108252 1.700713 -0.160000 0.7706 -0.2930 0.6736
C -2.429931 1.377441 0.414061 -0.0908 -0.0358 -0.0418
C -2.927809 0.008034 -0.024299 -0.0385 0.1194 0.0666
N -1.864008 -1.024613 0.085445 1.0108 0.0554 0.2699
C -1.750076 -1.835359 -1.144803 0.0042 -0.1345 -0.1419
C -1.145738 -1.027415 -2.286066 -0.0871 -0.0936 -0.0785
C -2.024074 -1.901816 1.270132 -0.0348 -0.0666 -0.0035
C -2.124641 -1.164600 2.580535 -0.1544 -0.1705 -0.0489
C -3.167144 -1.441097 3.422578 0.1043 0.0104 -0.1629
C -3.231059 -0.910037 4.724632 0.0663 0.0365 0.1306
C -2.182646 -0.086754 5.151425 0.0170 -0.0008 -0.0470
C -1.098248 0.243424 4.361074 -0.0223 -0.0042 0.2712
C -1.076123 -0.287438 3.023643 0.1296 0.0209 -0.2132
O -0.115648 0.062082 2.251173 0.3775 0.2569 0.0952
C 0.042814 1.112912 4.889267 0.0198 0.0512 -0.0432
C -0.220268 1.588685 6.321772 -0.0339 -0.0361 -0.0525
C 1.345803 0.295579 4.895747 -0.0221 -0.0361 -0.0108
C 0.234968 2.359511 4.006060 0.0439 -0.0745 -0.0327
C -4.385523 -1.294829 5.634138 -0.0404 0.0108 0.0039
C -5.716939 -1.010450 4.920467 0.0431 0.0175 -0.0392
C -4.274997 -2.800583 5.932047 0.0230 0.0140 -0.0235
C -4.366966 -0.528838 6.957815 0.0169 -0.0091 -0.0289
C -0.554991 2.889659 0.547012 -0.0205 0.1246 0.0971
C 0.827240 3.307214 0.131570 -0.0437 -0.1089 0.1115
C 1.051448 4.665392 -0.059921 0.0274 0.0160 -0.1008
C 2.320316 5.168904 -0.292139 -0.0157 -0.0408 0.0343
C 3.358345 4.241054 -0.330667 -0.0071 0.0119 0.0590
C 3.201524 2.872506 -0.129744 0.1143 0.0667 0.0286
C 1.895568 2.387718 0.103648 -0.2751 -0.0013 -0.1091
O 1.729926 1.078782 0.246210 0.6444 -0.7343 0.2008
C 4.423916 1.943147 -0.241835 -0.0177 0.0042 -0.0090
C 4.391877 0.736955 0.712961 0.0293 -0.0462 0.0488
C 4.485014 1.429930 -1.687395 -0.0676 0.0776 -0.0036
C 5.729085 2.697980 0.063316 -0.0793 0.0039 -0.0543
C 2.544061 6.675041 -0.416825 -0.0225 0.0076 0.0139
C 3.986585 7.015015 -0.792853 -0.0222 -0.0080 -0.0163
C 2.231412 7.328039 0.938945 0.0235 0.0145 -0.0426
C 1.613939 7.263929 -1.485885 0.0190 -0.0138 -0.0079
C 1.966066 -2.142982 -0.355383 0.1629 -0.1827 -0.1056
O 0.692711 -2.024973 0.097905 0.7223 0.8147 0.6605
C 2.944449 -2.866401 0.369075 -0.1820 0.0294 -0.0425
C 4.217179 -2.948516 -0.169865 0.0391 -0.0199 -0.0836
C 2.598487 -3.550717 1.694235 0.0354 -0.0103 0.0212
C 3.798856 -4.295557 2.286108 -0.0387 0.0047 0.0135
C 2.163585 -2.497811 2.719320 -0.0393 -0.0071 0.0691
C 1.482675 -4.587666 1.489777 0.0343 0.0207 -0.0202
H 8.018138 -2.018545 -1.256917 0.0084 -0.0049 0.0177
H 6.938440 -2.425539 0.079071 -0.0121 0.0052 0.0073
H 6.787636 -0.861667 -0.728826 0.0265 -0.0142 -0.0010
H 7.328255 -4.143055 -2.483163 0.0049 -0.0134 0.0121
H 5.615833 -4.465024 -2.793725 0.0067 -0.0063 -0.0001
H 6.250999 -4.561404 -1.148543 -0.0008 -0.0013 0.0020
H 7.247872 -1.961280 -3.573183 0.0028 0.0058 -0.0028
H 6.043051 -0.741063 -3.163572 0.0087 -0.0461 -0.0514
H 5.562889 -2.222743 -4.015612 0.0007 0.0107 -0.0090
H 3.839047 -1.194288 -3.013001 -0.0227 -0.0370 0.0065
H 1.059275 -1.468051 -3.306576 -0.0421 0.0251 0.0016
H 1.897740 0.008618 -2.904336 -0.0660 0.0196 -0.0317
H -0.141619 1.260780 -3.412994 -0.0187 -0.0759 0.0135
H 0.916415 1.646804 -2.047410 0.0280 -0.0257 -0.0348
H -2.131347 1.616109 -2.003685 0.0130 -0.0365 0.0064
H -1.033229 2.975190 -1.852416 -0.0503 0.0179 0.0582
H -3.161291 2.150567 0.152176 -0.0086 -0.0268 -0.0156
H -2.314599 1.386289 1.497580 -0.0005 0.0727 -0.0042
H -3.293088 0.026596 -1.050362 0.0425 0.0113 -0.0096
H -3.776351 -0.264335 0.607544 -0.0101 -0.0552 -0.0508
H -2.726031 -2.233152 -1.446186 -0.0214 0.0933 0.0076
H -1.092517 -2.667670 -0.916660 0.0012 -0.0080 0.0519
H -1.873920 -0.336136 -2.710453 -0.0124 0.0047 0.0352
H -0.897741 -1.733926 -3.077728 0.0327 0.0705 -0.0550
H -1.142445 -2.546175 1.289241 -0.0098 0.0049 -0.0529
H -2.906988 -2.537692 1.140556 -0.0407 0.0723 0.0294
H -3.944124 -2.112261 3.077438 -0.0041 -0.0105 0.0325
H -2.221249 0.304539 6.152953 -0.0088 0.0228 0.0386
H -0.280173 0.756100 7.025006 -0.0257 0.0010 0.0019
H -1.131921 2.184579 6.398497 -0.0006 0.0098 0.0041
H 0.611296 2.219399 6.634600 0.0084 -0.0077 0.0048
H 1.258762 -0.568849 5.557298 0.0074 -0.0035 -0.0072
H 2.157297 0.924673 5.264735 0.0069 -0.0063 0.0157
H 1.609892 -0.051215 3.899964 0.0171 0.0156 -0.0088
H -0.703195 2.908060 3.886531 -0.0038 0.0223 0.0191
H 0.627415 2.088755 3.027273 0.0424 0.0476 0.1143
H 0.955373 3.027810 4.478529 -0.0087 0.0095 0.0303
H -5.841177 -1.624227 4.027608 -0.0141 0.0095 0.0008
H -5.787903 0.038886 4.627956 -0.0196 0.0039 0.0208
H -6.547411 -1.233962 5.590284 0.0001 -0.0107 0.0044
H -4.329984 -3.396464 5.019955 -0.0111 -0.0097 0.0075
H -5.092883 -3.106500 6.585571 -0.0064 -0.0005 -0.0009
H -3.332553 -3.030087 6.431890 -0.0100 -0.0042 0.0085
H -4.394833 0.551178 6.801259 -0.0159 0.0002 0.0087
H -3.487606 -0.773151 7.555851 0.0007 0.0118 0.0039
H -5.245060 -0.803028 7.542103 0.0028 -0.0048 0.0045
H -0.568016 2.642958 1.611477 -0.0991 -0.0427 -0.1790
H -1.246531 3.727499 0.393979 0.0216 -0.0044 -0.0108
H 0.201165 5.339096 -0.017095 -0.0018 -0.0054 0.0468
H 4.351468 4.609786 -0.527126 0.0553 -0.0065 0.0276
H 3.630302 0.008292 0.450052 0.0772 0.0489 0.0019
H 4.218791 1.056226 1.743871 -0.0132 0.0158 0.0102
H 5.364137 0.240045 0.674038 -0.0065 0.0193 0.0444
H 3.601113 0.829567 -1.913391 0.0917 0.1047 0.0581
H 5.367190 0.800278 -1.832199 -0.0629 0.0155 0.0261
H 4.532935 2.260032 -2.395649 0.0413 0.0356 0.0112
H 5.678406 3.190339 1.036306 0.0216 0.0085 0.0012
H 5.976995 3.443842 -0.691985 -0.0160 0.0320 -0.0084
H 6.555729 1.986749 0.087325 -0.0016 -0.0107 -0.0087
H 4.690774 6.691990 -0.024256 0.0107 -0.0026 -0.0113
H 4.087996 8.096034 -0.898725 0.0056 0.0013 0.0050
H 4.273579 6.558435 -1.742450 0.0063 -0.0003 0.0037
H 2.877889 6.921728 1.718943 0.0006 0.0069 0.0022
H 1.195308 7.151755 1.232996 -0.0037 0.0044 0.0044
H 2.391000 8.407369 0.887585 -0.0091 0.0012 0.0051
H 1.764464 6.768597 -2.447003 0.0078 0.0113 -0.0069
H 1.816124 8.328824 -1.615211 -0.0128 0.0055 0.0075
H 0.563285 7.160991 -1.210110 -0.0029 -0.0153 -0.0113
H 4.974872 -3.497186 0.370419 -0.0134 0.0045 0.0267
H 4.625169 -3.619556 2.512092 0.0158 -0.0063 -0.0138
H 4.157672 -5.081678 1.619589 0.0133 -0.0015 0.0063
H 3.495144 -4.769453 3.221276 0.0029 0.0052 0.0037
H 2.997325 -1.834662 2.961252 -0.0007 0.0080 -0.0111
H 1.837251 -2.986153 3.642388 0.0357 0.0070 0.0197
H 1.343373 -1.889208 2.346474 0.0022 -0.0162 -0.0298
H 1.791997 -5.343436 0.765008 -0.0038 -0.0023 0.0026
H 0.565579 -4.125672 1.131037 -0.0204 0.0201 -0.0258
H 1.272788 -5.092182 2.436041 -0.0112 -0.0043 -0.0090